(1)
Here is the molecule CH4N4O from the Open Molecules 2025 dataset. Energies are from wB97M-V/def2-TZVPD.

E_HOMO = -0.34827 Eh
E = -334.7008 hartree
Kohn-Sham gap = 9.75 eV
LUMO energy = 0.27 eV
SMILES string = [H]/N=C(\N)NN=O
Energy relative to the best compared isomer or geometry (same formula, charge and spin) = 49.90 kJ/mol

Structure (ORCA input):
```
! RIJCOSX wB97M-V def2-TZVPD def2/J DEFGRID3
* xyz 0 1
H 0.650 1.792 -1.477
N 0.915 1.440 -0.556
C 0.244 0.386 -0.215
N -0.576 -0.304 -1.040
N 0.506 -0.092 1.100
N -0.083 -1.017 1.833
O -0.954 -1.639 1.256
H -0.889 0.087 -1.894
H -1.070 -1.049 -0.570
H 1.258 0.396 1.564
*
```

(2)
Here is CH4N4O as an isolated structure from the Open Molecules 2025 dataset. Energies are from wB97M-V/def2-TZVPD.

E_HOMO = -0.38052 Eh
E = -334.6101 hartree
Kohn-Sham gap = 11.01 eV
LUMO energy = 0.66 eV
Energy relative to the best compared isomer or geometry (same formula, charge and spin) = 287.95 kJ/mol

Structure (ORCA input):
```
! RIJCOSX wB97M-V def2-TZVPD def2/J DEFGRID3
* xyz 0 1
C 0.830 0.486 -0.248
N -2.262 -0.091 0.057
N -1.578 0.962 0.143
N -1.149 -0.876 0.113
N -0.429 0.317 0.447
O 1.871 -0.148 0.560
H 0.590 0.116 -1.216
H 0.987 1.580 -0.308
H -1.259 -1.744 0.530
H 2.400 -0.603 -0.079
*
```